Entry 1:
Molecular formula: C4H12FK2O2
Method: DFT, the ωB97M-V functional and the def2-TZVPD basis

Last column: natural (NBO) charge in e.
Geometry (Å):
K 22.78 -16.17 0.33  0.994
K 22.69 -16.62 -3.09  0.991
F 24.41 -17.90 -1.24  -0.962
C 26.46 -20.31 0.94  -0.638
C 26.92 -18.85 1.13  -0.051
O 26.88 -18.06 -0.05  -0.751
H 27.12 -20.79 0.22  0.214
H 25.41 -20.31 0.66  0.196
H 26.53 -20.93 1.84  0.213
H 27.83 -18.77 1.72  0.183
H 26.18 -18.43 1.80  0.118
H 25.97 -18.01 -0.37  0.497
C 24.63 -21.32 -4.47  -0.621
C 25.03 -20.36 -3.32  -0.062
O 25.09 -19.07 -3.92  -0.759
H 23.64 -21.04 -4.83  0.196
H 24.48 -22.28 -3.98  0.209
H 25.39 -21.41 -5.25  0.223
H 25.96 -20.72 -2.88  0.167
H 24.37 -20.38 -2.45  0.162
H 25.18 -18.44 -3.21  0.481

Computed properties:
Orbital gap, Ha: 0.242
HOMO energy, eV: -11.584
ΔE to the lowest compared entry with this formula, charge and spin, kJ/mol: 66.4
Net charge: +1

Entry 2:
Molecular formula: C4H12I3N4O8V
Method: DFT, the ωB97M-V functional and the def2-TZVPD basis

Last column: Mulliken spin population.
Geometry (Å):
V -0.30 0.72 -0.43  2.299
I -0.75 3.03 1.08  -0.090
I -2.33 0.55 -2.41  0.921
I 2.21 0.47 -1.58  -0.127
C 2.90 -0.56 2.49  0.001
N 1.43 -0.32 2.52  0.003
O 0.80 -0.09 1.48  -0.005
O 0.90 -0.41 3.60  -0.001
H 3.10 -1.01 1.51  0.001
H 3.26 -1.19 3.30  0.000
H 3.26 0.47 2.55  -0.001
C 0.01 -4.13 -0.69  0.000
N 0.47 -2.84 -0.04  0.000
O 1.37 -2.92 0.75  0.001
O -0.06 -1.77 -0.40  -0.001
H -0.21 -3.90 -1.73  0.000
H -0.98 -4.30 -0.28  0.000
H 0.79 -4.88 -0.54  0.000
C 1.35 4.21 -3.66  -0.001
N 0.53 4.07 -2.45  0.002
O 0.31 5.03 -1.75  0.000
O 0.09 2.96 -2.19  0.005
H 2.24 3.60 -3.53  0.000
H 1.64 5.24 -3.84  0.000
H 0.81 3.88 -4.55  0.000
C -3.92 -0.71 1.62  0.002
N -2.49 -0.99 1.47  -0.004
O -1.83 -0.24 0.74  -0.021
O -2.02 -1.98 2.00  0.017
H -3.99 0.32 1.98  -0.001
H -4.31 -1.40 2.37  0.000
H -4.27 -0.90 0.61  0.000

Computed properties:
Orbital gap (spin up / spin down), Ha: 0.234 / 0.154
<S²>: 3.890
Spin multiplicity: 4
HOMO energy (spin up / spin down), eV: -11.622 / -11.715
Net charge: +1

Entry 3:
Molecular formula: C4H12IO2
Method: DFT, the ωB97M-V functional and the def2-TZVPD basis

Last column: natural (NBO) charge in e.
Geometry (Å):
I -0.76 0.23 0.36  -0.959
C -0.68 -1.42 4.60  -0.638
C -1.01 -2.64 3.76  -0.055
O -1.86 -2.30 2.69  -0.747
H -1.58 -1.05 5.08  0.198
H -0.28 -0.63 3.96  0.229
H 0.09 -1.58 5.37  0.188
H -1.50 -3.38 4.40  0.149
H -0.10 -3.11 3.36  0.149
H -1.31 -1.87 2.00  0.502
C 1.61 2.47 -4.59  -0.617
C 0.49 1.85 -3.77  -0.056
O 1.06 0.88 -2.91  -0.750
H 1.21 3.23 -5.27  0.190
H 2.10 1.74 -5.24  0.199
H 2.35 2.95 -3.95  0.205
H -0.21 1.37 -4.47  0.141
H -0.02 2.62 -3.19  0.162
H 0.42 0.65 -2.22  0.508

Computed properties:
Orbital gap, Ha: 0.275
HOMO energy, eV: -3.969
ΔE to the lowest compared entry with this formula, charge and spin, kJ/mol: 23.8
Net charge: -1

Entry 4:
Molecular formula: C4H12N2
Method: DFT, the ωB97M-V functional and the def2-TZVPD basis

Last column: Mulliken spin population.
Geometry (Å):
N -2.04 1.48 0.81  0.703
C -0.92 1.10 1.65  0.337
C -0.25 -0.20 1.18  0.401
N 0.63 0.04 0.05  -0.382
C 0.91 -1.20 -0.69  0.702
C 1.47 -0.83 -2.04  2.304
H -2.34 0.76 0.17  -0.304
H -1.96 2.39 0.41  -0.394
H -1.24 0.89 2.67  0.029
H -0.13 1.83 1.63  -0.093
H 0.34 -0.50 2.07  -0.047
H -1.05 -0.94 1.03  -0.078
H 0.05 0.57 -0.61  -0.137
H 1.68 -1.73 -0.12  -0.184
H -0.01 -1.75 -0.86  -0.453
H 2.10 0.07 -2.01  -0.100
H 0.70 -0.45 -2.71  -0.304
H 2.07 -1.53 -2.62  -0.999

Computed properties:
Orbital gap (spin up / spin down), Ha: 0.101 / 0.349
<S²>: 0.750
Spin multiplicity: 2
HOMO energy (spin up / spin down), eV: 1.478 / -5.401
ΔE to the lowest compared entry with this formula, charge and spin, kJ/mol: 61.5
Net charge: -1